1 | The following is a DFT calculation (ωB97M-V/def2-TZVPD) of a cluster of 2 separate species, C4H9NO2 in total.

The spin multiplicity is 1. As for the LUMO energy: 0.5779 eV. The SMILES is C/C=C/NC=O.O. The total charge is 0.

Last column: Mulliken charge in e.
Atoms and positions in Å:
C1 -0.77873 1.97278 -0.70839  -1.1796
C2 -0.65841 0.55183 -0.25993  -0.1566
C3 -0.34148 0.20023 0.98528  -0.2529
N1 -0.17849 -1.12918 1.44755  -0.0693
C4 0.18335 -2.22307 0.72849  -0.0003
O1 0.45893 -2.26076 -0.45754  -0.6111
H1 -1.81542 2.23480 -0.94270  0.3264
H2 -0.19129 2.12203 -1.61632  0.3159
H3 -0.41663 2.67681 0.04390  0.3262
H4 -0.80265 -0.21103 -1.01602  0.3785
H5 -0.17719 0.94688 1.75865  0.2700
H6 -0.32940 -1.28927 2.43104  0.2369
H7 0.20670 -3.13336 1.35234  0.3470
O2 1.76295 0.00012 -1.59490  -0.6790
H8 1.33076 -0.85543 -1.43726  0.4170
H9 1.74699 0.39665 -0.71420  0.3308

---

2 | The following is a DFT calculation (ωB97M-V/def2-TZVPD) of a cluster of 2 separate species, C4H9NO2 in total.

The spin multiplicity is 1. As for the LUMO energy: 0.9077 eV. The SMILES is CC(C)=O.C=NO. The total charge is 0.

Last column: Mulliken charge in e.
Atoms and positions in Å:
C1 1.58657 0.38792 -1.40637  -0.9897
C2 1.03559 0.82243 0.05857  0.6428
C3 1.59667 -0.03556 1.26319  -0.8457
O1 0.21028 1.66981 0.25717  -0.5057
H1 2.01896 -0.60047 -1.32738  0.3416
H2 0.79192 0.34205 -2.23186  0.2773
H3 2.46076 1.11441 -1.47717  0.2841
H4 2.07474 0.43917 2.10565  0.3202
H5 2.13913 -0.84516 0.75584  0.2889
H6 0.60381 -0.39288 1.61045  0.2024
C4 -2.32416 -0.53516 0.47482  -0.3961
N1 -2.18917 0.38916 -0.34912  -0.1625
O2 -2.97664 1.49085 -0.22990  -0.3685
H7 -1.83233 -1.48700 0.35353  0.3347
H8 -3.07961 -0.57885 1.40376  0.2430
H9 -2.68915 2.16355 -0.81083  0.3331

---

Energy comparison, zero being the most stable, in kcal/mol: 1 0.0; 2 69.1.

---

1 | The following is a DFT calculation (ωB97M-V/def2-TZVPD) of the molecule C4H9NO2.

The spin multiplicity is 1. As for the LUMO energy: 0.8101 eV. The SMILES is O=CCCNCO. The total charge is 0.

Last column: Mulliken charge in e.
Atoms and positions in Å:
O1 -1.46979 -0.39230 2.89001  -0.4654
C1 -1.96482 -0.18737 1.80866  -0.0896
C2 -1.26663 -0.54525 0.61664  -0.4741
C3 0.24862 -0.10548 0.52924  -0.5006
N1 0.62104 -0.22920 -0.99438  -0.3034
C4 1.46607 0.78555 -1.46769  -0.2616
O2 2.02721 0.57461 -2.81471  -0.5024
H1 -3.07643 0.06465 1.86634  0.3575
H2 -1.52853 -1.52992 0.40499  0.3567
H3 -1.77658 0.12446 -0.20232  0.2595
H4 0.03604 0.98391 0.65906  0.2708
H5 0.88948 -0.51303 1.38839  0.3168
H6 1.03130 -1.10608 -1.23503  0.2123
H7 0.93617 1.74204 -1.50728  0.2447
H8 2.33095 0.74498 -0.71250  0.2924
H9 1.45151 -0.04975 -3.22447  0.2864

---

2 | The following is a DFT calculation (ωB97M-V/def2-TZVPD) of the molecule C4H9NO2.

The spin multiplicity is 1. As for the LUMO energy: 0.5529 eV. The total charge is 0.

Last column: Mulliken charge in e.
Atoms and positions in Å:
C1 -1.12102 -0.04276 -0.99016  -1.3947
C2 -0.67107 0.78244 0.19091  0.5228
O1 -1.59146 1.49491 1.00452  -0.5782
C3 0.01585 -0.29083 1.01880  -0.5870
C4 0.94532 -0.81562 -0.02951  0.1835
O2 0.82824 -2.02350 -0.55064  -0.4690
N1 2.07972 -0.13288 -0.20591  -0.2880
H1 -2.05859 -0.55621 -0.71109  0.3852
H2 -0.10984 -1.78713 -0.90134  0.4306
H3 -1.30093 0.53380 -1.90478  0.2422
H4 0.10660 1.49451 -0.15088  0.1508
H5 -2.00335 2.14263 0.42059  0.3306
H6 0.55582 0.00210 1.92912  0.3587
H7 -0.70490 -1.08138 1.25058  0.2428
H8 2.96768 -0.56509 -0.41979  0.2642
H9 2.06192 0.84500 0.04959  0.2051

---

Energy comparison, zero being the most stable, in kcal/mol: 1 0.0; 2 24.2.

---

1 | The following is a DFT calculation (ωB97M-V/def2-TZVPD) of a cluster of 3 separate species, C4H9NO2 in total.

The spin multiplicity is 1. As for the LUMO energy: -4.5132 eV. The total charge is 0.

Last column: Mulliken charge in e.
Atoms and positions in Å:
C1 -0.46195 -0.17081 0.23599  -0.3359
C2 -0.46431 1.14334 0.98816  -0.3612
N1 0.94867 0.35426 2.80312  -0.6255
C3 0.98633 1.21655 1.72473  0.3597
C4 0.96116 0.73274 0.25984  -0.3007
H1 -0.18559 -1.05863 0.78650  0.3225
H2 -1.06340 -0.18872 -0.69517  0.3675
H3 1.82574 -0.11777 2.96728  0.2689
H4 1.32814 2.18974 1.90733  0.3582
H5 1.00662 1.36810 -0.63139  0.2962
H6 -1.24704 1.04371 1.73397  0.4367
H7 -0.77494 -1.37878 -2.29921  0.4138
O1 -1.75622 -1.87824 -2.12853  -0.7701
H8 0.66716 -0.80131 -3.20219  0.1956
H9 -1.85772 -2.49600 -2.94478  0.2555
O2 0.19784 -0.44314 -2.43353  -0.8812

---

2 | The following is a DFT calculation (ωB97M-V/def2-TZVPD) of a cluster of 2 separate species, C4H9NO2 in total.

The spin multiplicity is 1. As for the LUMO energy: 0.6594 eV. The SMILES is C=C/C(N)=C/O.O. The total charge is 0.

Last column: Mulliken charge in e.
Atoms and positions in Å:
C1 -2.29760 0.43738 -0.91058  -0.9907
C2 -1.28082 -0.38948 -0.67985  -0.0064
C3 -0.27497 -0.25971 0.35587  0.6949
N1 -0.21194 0.89597 1.19274  -0.6406
C4 0.66766 -1.20643 0.51935  -0.3677
O1 1.66276 -1.12857 1.43724  -0.5190
H1 -2.99148 0.25626 -1.71257  0.2656
H2 -2.48249 1.32865 -0.33173  0.1762
H3 -1.15826 -1.26398 -1.30199  0.2204
H4 -0.35958 0.66572 2.16718  0.2268
H5 -0.89771 1.58203 0.91554  0.2035
H6 0.69288 -2.11475 -0.05646  0.3435
H7 1.65205 -0.24042 1.81903  0.3605
O2 2.42011 0.25439 -1.44371  -0.6484
H8 3.20633 0.62685 -1.04554  0.3065
H9 1.65305 0.55602 -0.92449  0.3747

---

Energy comparison, zero being the most stable, in kcal/mol: 1 259.0; 2 0.0.

---

1 | The following is a DFT calculation (ωB97M-V/def2-TZVPD) of a structure of composition C4H9NO2.

The spin multiplicity is 1. As for the LUMO energy: 0.4972 eV. The total charge is 0.

Last column: Mulliken charge in e.
Atoms and positions in Å:
C1 0.87692 1.05488 -0.26396  -0.5563
C2 -0.70038 -0.81476 -1.15320  -0.8471
C3 -0.61529 0.15804 1.64863  -0.9887
N1 1.02176 -0.16950 -0.99730  -0.2163
C4 -0.57354 0.90304 0.32143  0.6366
O1 1.70897 -1.07959 -0.18385  -0.3760
O2 -1.45574 1.69784 -0.02409  -0.6196
H1 2.14667 -1.66276 -0.82908  0.3431
H2 1.61920 1.20188 0.52324  0.3781
H3 0.85239 1.89360 -0.96145  0.3008
H4 -0.96737 -0.30550 -2.07805  0.3134
H5 -1.60265 -0.98915 -0.56349  0.3448
H6 -0.41708 -1.84817 -1.36741  0.3258
H7 -1.54492 -0.40992 1.70195  0.3137
H8 -0.56639 0.90126 2.44835  0.3362
H9 0.21747 -0.53119 1.77830  0.3113

---

2 | The following is a DFT calculation (ωB97M-V/def2-TZVPD) of the molecule C4H9NO2.

The spin multiplicity is 1. As for the LUMO energy: 0.6236 eV. The SMILES is CC(=O)NCCO. The total charge is 0.

Last column: Mulliken charge in e.
Atoms and positions in Å:
C1 1.65364 -1.52000 -0.69267  -0.8683
C2 1.35139 -0.78646 0.60541  0.5221
O1 1.93770 -1.03420 1.63350  -0.6287
N1 0.25819 0.03159 0.57369  -0.0992
C3 -0.54577 0.43420 -0.54221  -0.3504
C4 -1.74308 1.25179 -0.03603  -0.7676
O2 -2.70212 1.42948 -1.04816  -0.5258
H1 2.59399 -1.17513 -1.13760  0.2488
H2 1.86308 -2.53630 -0.41239  0.2883
H3 0.91697 -1.37063 -1.47895  0.2965
H4 0.03104 0.39117 1.48860  0.2631
H5 0.00763 1.03529 -1.27221  0.2801
H6 -1.02858 -0.38269 -1.08402  0.2913
H7 -1.52507 2.23206 0.39148  0.3420
H8 -2.17513 0.61505 0.74465  0.3910
H9 -2.46818 2.20957 -1.56066  0.3168

---

3 | The following is a DFT calculation (ωB97M-V/def2-TZVPD) of the molecule C4H9NO2.

The spin multiplicity is 1. As for the LUMO energy: 0.9213 eV. The SMILES is C/N=C\OCCO. The total charge is 0.

Last column: Mulliken charge in e.
Atoms and positions in Å:
C1 -1.88655 0.85338 -0.64796  -0.6189
N1 -1.90269 0.72140 0.80089  -0.4141
C2 -0.89186 0.41596 1.48161  0.0056
O1 0.39482 0.16051 1.04583  -0.4220
C3 0.58914 -1.08248 0.36786  -0.4068
C4 1.59196 -0.84059 -0.75106  -0.4023
O2 1.30649 0.34844 -1.44667  -0.5527
H1 -0.91317 0.72279 -1.13547  0.2312
H2 -2.59325 0.12662 -1.06535  0.2654
H3 -2.28482 1.84367 -0.89577  0.3099
H4 -0.97184 0.35683 2.56887  0.4163
H5 0.97989 -1.83553 1.06506  0.3258
H6 -0.36529 -1.43430 -0.03485  0.3259
H7 2.61221 -0.81743 -0.34242  0.2942
H8 1.51736 -1.66836 -1.46166  0.3172
H9 1.16022 1.01214 -0.75479  0.3252

---

4 | The following is a DFT calculation (ωB97M-V/def2-TZVPD) of the molecule C4H9NO2.

The spin multiplicity is 1. As for the LUMO energy: 0.8383 eV. The SMILES is O=CCCNCO. The total charge is 0.

Last column: Mulliken charge in e.
Atoms and positions in Å:
O1 1.40403 1.19103 -2.53603  -0.4814
C1 1.71658 0.15909 -1.98801  -0.0778
C2 0.89029 -0.44711 -0.90778  -0.4314
C3 -0.49272 0.09719 -0.70826  -0.4258
N1 -1.18393 -0.59932 0.42048  -0.4217
C4 -0.70439 -0.21158 1.71744  -0.3105
O2 -1.03757 1.17312 2.03399  -0.5222
H1 2.54350 -0.43530 -2.40458  0.3614
H2 0.89985 -1.52862 -1.10266  0.2997
H3 1.52920 -0.32327 -0.02247  0.1979
H4 -0.41458 1.15968 -0.47011  0.2917
H5 -1.12006 -0.01627 -1.59049  0.3705
H6 -2.13626 -0.24070 0.39608  0.2547
H7 -1.12303 -0.93687 2.40800  0.3777
H8 0.38381 -0.20035 1.77006  0.2250
H9 -1.15472 1.15927 2.98433  0.2923

---

Energy comparison, zero being the most stable, in kcal/mol: 1 101.2; 2 0.0; 3 29.4; 4 21.8.

---

1 | The following is a DFT calculation (ωB97M-V/def2-TZVPD) of the molecule C4H9NO2.

The spin multiplicity is 1. As for the LUMO energy: 0.8629 eV. The SMILES is N[C@]1(O)C[C@@H](O)C1. The total charge is 0.

Last column: Mulliken charge in e.
Atoms and positions in Å:
N1 1.83418 -0.01627 -0.56475  -0.6758
C1 0.55878 -0.64070 -0.22692  1.1207
O1 0.66105 -2.02457 -0.43835  -0.5993
C2 -0.71451 0.03707 -0.86006  -1.1414
C3 -0.69355 0.95303 0.37295  0.2782
O2 -1.88706 1.38796 0.96143  -0.5485
C4 0.02758 -0.15657 1.13840  -1.2503
H1 2.51178 -0.74733 -0.75567  0.2724
H2 2.19622 0.53548 0.20760  0.2747
H3 0.06546 -2.21718 -1.16954  0.3413
H4 -1.58577 -0.63129 -0.77143  0.3531
H5 -0.69399 0.48657 -1.85850  0.3774
H6 -0.00458 1.78517 0.16609  0.2793
H7 -2.31049 2.00740 0.35598  0.3248
H8 0.73986 0.11460 1.92277  0.3316
H9 -0.70495 -0.87337 1.52002  0.2618

---

2 | The following is a DFT calculation (ωB97M-V/def2-TZVPD) of the molecule C4H9NO2.

The spin multiplicity is 1. As for the LUMO energy: 0.9102 eV. The SMILES is CCNC(=O)OC. The total charge is 0.

Last column: Mulliken charge in e.
Atoms and positions in Å:
C1 -2.43199 0.73102 0.91967  -1.0784
C2 -1.61746 -0.38008 0.26613  -0.4233
N1 -0.46968 0.12102 -0.46886  -0.1252
C3 0.80255 -0.17215 -0.08852  0.6755
O1 1.11642 -0.72925 0.94432  -0.6256
O2 1.68170 0.24698 -1.03266  -0.3841
C4 3.00097 -0.27579 -0.90903  -0.6166
H1 -2.78505 1.45456 0.17566  0.2914
H2 -3.31056 0.31525 1.42544  0.3386
H3 -1.82357 1.26535 1.65659  0.2897
H4 -1.22318 -1.06171 1.02506  0.3025
H5 -2.24719 -0.96996 -0.41397  0.3315
H6 -0.59954 0.50166 -1.39410  0.2431
H7 3.67724 0.46640 -1.33398  0.2161
H8 3.24577 -0.47220 0.13533  0.3109
H9 3.07491 -1.20708 -1.48052  0.2539

---

Energy comparison, zero being the most stable, in kcal/mol: 1 34.6; 2 0.0.

---

1 | The following is a DFT calculation (ωB97M-V/def2-TZVPD) of the molecule C4H5ClN2.

The spin multiplicity is 1. As for the LUMO energy: 0.8659 eV. The SMILES is Nn1cccc1Cl. The total charge is 0.

Last column: Mulliken charge in e.
Atoms and positions in Å:
N1 0.68244 1.94327 0.06982  -0.6793
N2 0.18671 0.65029 -0.07795  0.3441
C1 -1.11377 0.09455 -0.06540  -0.4088
C2 -1.13681 -1.24131 0.01809  -0.3437
C3 0.20168 -1.57037 0.02967  -0.4751
C4 0.98041 -0.48232 0.10400  0.2368
Cl1 2.67391 -0.50004 -0.02855  -0.1902
H1 0.73687 2.34101 -0.85484  0.2340
H2 0.33277 2.43346 0.86101  0.2134
H3 -1.91342 0.83921 -0.06090  0.3973
H4 -2.02752 -1.79903 -0.11441  0.4155
H5 0.39673 -2.70871 0.11945  0.2561

---

2 | The following is a DFT calculation (ωB97M-V/def2-TZVPD) of a structure of composition C4H5ClN2.

The spin multiplicity is 1. As for the LUMO energy: -0.1725 eV. The total charge is 0.

Last column: Mulliken charge in e.
Atoms and positions in Å:
C1 0.86402 0.87733 -0.01531  -0.8135
C2 2.27146 1.03364 -0.00359  -0.1665
C3 0.56199 -0.52710 -0.07298  0.9697
C4 -0.86769 -1.01079 -0.14209  -0.8821
N1 1.50404 -1.38237 -0.12892  -0.4696
N2 2.92456 -0.13242 -0.14767  -0.1484
Cl1 4.54805 -0.19132 0.07245  -0.0622
H1 0.03824 1.58762 -0.03335  0.3189
H2 2.77471 1.92371 0.32774  0.4261
H3 -1.36719 -0.45642 -0.95795  0.2973
H4 -0.75155 -2.11929 -0.52324  0.2786
H5 -1.35394 -0.89877 0.87886  0.2517

---

3 | The following is a DFT calculation (ωB97M-V/def2-TZVPD) of the molecule C4H5ClN2.

The spin multiplicity is 1. As for the LUMO energy: 0.7532 eV. The SMILES is Cn1ccc(Cl)n1. The total charge is 0.

Last column: Mulliken charge in e.
Atoms and positions in Å:
C1 -0.32270 1.76154 0.44868  -0.7806
N1 0.17734 0.52271 -0.23777  0.6029
C2 0.43813 -0.50508 0.72654  -0.2847
C3 0.51360 -1.66932 0.03839  -0.4003
C4 0.08765 -1.16377 -1.30766  0.4876
Cl1 -0.32119 -2.28678 -2.56110  -0.1875
N2 -0.19479 0.03848 -1.39964  -0.8206
H1 0.15039 2.76142 0.01148  0.2758
H2 0.25515 1.67458 1.31645  0.3831
H3 -1.49644 1.88786 0.65020  0.2387
H4 0.11160 -0.25383 1.97061  0.1859
H5 0.60127 -2.76781 0.34381  0.2997

---

Energy comparison, zero being the most stable, in kcal/mol: 1 0.0; 2 45.1; 3 21.4.